(1)
A 2-piece molecular cluster, C2H4F2Si overall, computed with ωB97M-V/def2-TZVPD.

The geometry in ORCA input format:
```
! RIJCOSX wB97M-V def2-TZVPD def2/J DEFGRID3
* xyz 0 1
Si -1.703 -0.314 -0.811
F 2.565 1.978 1.776
H 1.907 -1.098 0.203
H -1.024 0.967 -0.707
F -3.163 -0.098 -0.169
H -1.093 -1.353 0.000
C 2.298 0.866 1.194
C 2.163 -0.211 0.696
H -1.950 -0.736 -2.182
*
```

Results
relative energy (zero: lowest compared OMol25 entry of this formula, charge and spin): 4.614 eV
maximum force: 0.902 eV/Å
LUMO energy: 0.75 eV
structure (SMILES): F[SiH3].C#CF
HOMO: -10.8 eV

***

(2)
C2H4F3KO4S as an isolated structure at a distorted geometry, computed with ωB97M-V/def2-TZVPD.

The geometry in ORCA input format:
```
! RIJCOSX wB97M-V def2-TZVPD def2/J DEFGRID3
* xyz 0 1
F -0.229 -1.777 -1.390
S 1.280 0.309 -0.937
H -0.158 1.211 1.401
F -1.109 0.096 -2.058
C -1.849 0.205 1.872
H -1.377 -0.787 1.779
H -2.917 0.183 1.618
O 1.403 0.297 0.633
O 2.500 -0.461 -1.327
O 1.183 1.681 -1.428
K 3.662 -1.178 1.050
O -1.221 1.134 1.003
H -1.649 0.486 2.917
C 0.013 -0.601 -1.951
F 0.467 -0.799 -3.182
*
```

Results
relative energy (zero: lowest compared OMol25 entry of this formula, charge and spin): 0.000 eV
maximum force: 5.649 eV/Å
LUMO energy: -1.08 eV
HOMO: -9.1 eV

***

(3)
The molecule C2H4FI at a distorted geometry, computed with ωB97M-V/def2-TZVPD.

The geometry in ORCA input format:
```
! RIJCOSX wB97M-V def2-TZVPD def2/J DEFGRID3
* xyz 0 1
H -0.491 -1.561 -0.076
H 0.382 0.795 1.354
H -1.831 -0.188 0.107
H -0.764 -0.254 -1.321
I 2.459 -0.495 0.072
F 0.524 1.777 -0.199
C -0.835 -0.538 -0.275
C 0.555 0.465 0.340
*
```

Results
relative energy (zero: lowest compared OMol25 entry of this formula, charge and spin): 0.780 eV
maximum force: 4.020 eV/Å
LUMO energy: 0.33 eV
structure (SMILES): C[C@H](F)I
HOMO: -9.8 eV